Molecular formula: C52H108F3N5O8Y
Method: DFT, the ωB97M-V functional and the def2-TZVPD basis

- LUMO level (eV) = -5.73
- energy (eV) = -88684.603
- highest occupied orbital energy (eV) = -9.5
- total charge = +1

XYZ file:
```
177
Properties=species:S:1:pos:R:3:forces:R:3
Y 0.906 3.489 -3.207 2.90 -2.02 5.74
C -1.560 1.216 -0.086 -0.80 -0.37 -0.58
C -0.064 1.311 -0.346 0.16 -1.52 1.60
C 0.587 -0.070 -0.408 0.11 -0.51 0.15
O 0.265 2.134 -1.372 1.08 3.44 -5.35
H -1.836 0.417 0.602 0.47 0.57 1.07
H -2.211 0.827 -0.869 0.53 0.30 -1.14
H -1.953 2.206 0.143 -0.14 -0.16 0.52
H 0.361 1.730 0.566 0.03 0.42 0.38
H 0.313 -0.616 0.495 -0.60 -0.17 -0.12
H 1.669 -0.134 -0.294 0.24 0.77 -0.51
H 0.308 -0.626 -1.303 -0.14 -0.08 0.03
C 3.287 4.957 -1.886 -2.01 -4.31 -2.30
O 1.858 4.948 -1.591 0.15 1.01 -0.18
O 3.242 3.793 -2.794 -1.35 2.11 -0.09
C 3.675 6.286 -2.541 -1.52 0.67 1.06
F 3.502 7.302 -1.678 0.88 0.06 1.24
F 4.886 6.285 -2.981 1.05 -0.12 -0.62
F 2.797 6.660 -3.480 -0.28 -1.02 -1.59
C 1.456 5.669 -0.453 -2.37 0.41 2.04
C -0.052 5.463 -0.164 0.16 0.80 0.02
H -0.686 6.028 -0.847 -0.01 -0.23 -0.57
H -0.430 4.450 -0.027 0.42 -0.14 -0.22
H -0.274 6.000 0.758 0.20 -0.13 0.30
H 1.612 6.746 -0.512 0.21 -0.13 -0.52
H 1.955 5.349 0.462 0.58 -0.44 -0.32
H 3.835 4.656 -0.993 0.22 0.59 0.03
C 3.697 -0.151 -2.682 -0.30 -1.49 -0.61
C 4.493 -0.517 -3.978 -0.55 1.62 1.36
C 5.668 -1.297 -3.437 2.99 0.21 -0.91
C 6.606 -1.846 -4.559 -1.39 -1.10 -0.06
C 5.760 -2.841 -5.385 -0.28 0.43 0.71
C 4.462 -2.164 -5.943 -1.75 -3.83 2.59
N 3.762 -1.447 -4.819 0.44 -1.18 -0.16
O 2.423 -1.066 -5.151 0.84 0.53 0.03
C 4.820 -1.380 -7.074 0.24 3.08 -2.50
C 3.503 -3.413 -6.354 0.33 1.35 0.71
C 4.874 0.855 -4.626 -0.29 0.13 -0.43
H 3.563 -1.138 -2.240 0.07 0.10 0.81
H 2.661 0.178 -2.768 0.07 0.59 -0.54
H 4.291 0.531 -2.075 -0.15 -0.19 0.06
H 6.355 -0.717 -2.821 -0.35 0.97 0.02
H 5.495 -2.108 -2.729 -0.97 -0.29 -0.45
H 7.417 -2.357 -4.039 0.20 -0.04 -0.34
H 7.011 -1.151 -5.294 0.09 0.59 0.57
H 5.471 -3.672 -4.742 -0.04 -0.06 0.02
H 6.317 -3.246 -6.230 -0.02 -0.03 -0.02
H 3.966 -0.967 -7.609 -0.31 -0.30 -0.19
H 5.310 -0.464 -6.745 0.49 -0.08 -0.05
H 5.475 -1.866 -7.798 -0.11 -0.19 0.10
H 3.325 -4.069 -5.502 0.80 -0.27 0.10
H 2.462 -3.154 -6.549 0.20 0.64 -0.67
H 3.945 -3.922 -7.210 -0.10 -0.15 0.14
H 4.725 1.760 -4.038 -0.24 -0.33 0.79
H 4.154 0.983 -5.435 0.33 0.07 -0.49
H 5.904 0.997 -4.953 -0.03 -0.57 -0.48
H 1.947 -1.715 -4.629 -0.53 -0.14 -0.05
C -2.609 3.379 4.396 0.57 0.37 -0.38
C -3.436 4.521 3.766 -1.25 -0.39 -0.72
C -3.912 4.004 2.321 0.29 1.97 0.01
C -4.887 5.013 1.625 -0.66 -0.43 1.41
C -6.153 5.170 2.561 1.26 -0.02 -2.08
C -5.916 5.426 4.038 0.53 -0.93 0.84
N -4.690 4.698 4.584 -0.61 -1.25 -1.96
O -4.448 4.949 5.950 0.11 0.72 -0.39
C -5.705 6.924 4.167 0.42 1.31 -0.21
C -7.177 4.849 4.748 0.65 0.86 0.92
C -2.583 5.833 3.693 -0.54 -0.95 0.32
H -2.901 2.353 4.169 -0.84 0.13 0.12
H -2.496 3.509 5.472 0.09 -0.03 -0.05
H -1.617 3.400 3.946 0.30 0.31 0.15
H -3.018 3.942 1.701 0.31 -0.20 0.05
H -4.348 3.006 2.363 -0.14 0.10 0.28
H -5.231 4.732 0.630 -0.08 -0.80 0.09
H -4.463 5.982 1.361 0.52 0.17 0.73
H -6.800 4.320 2.345 0.02 -0.14 0.37
H -6.650 6.061 2.178 -0.48 -0.11 0.11
H -5.151 7.254 3.288 0.05 -0.03 -0.26
H -6.595 7.553 4.143 -0.37 -0.35 0.16
H -5.070 7.308 4.965 -0.25 -0.59 0.53
H -7.165 5.279 5.750 -0.26 -0.24 0.22
H -8.128 5.124 4.294 0.21 0.32 -0.29
H -7.177 3.763 4.834 0.38 0.03 -0.16
H -2.477 6.146 4.731 0.01 0.36 -0.05
H -3.077 6.600 3.097 0.06 -0.01 0.17
H -1.577 5.662 3.309 0.00 -0.15 -0.16
H -4.360 4.066 6.316 -0.24 -0.09 0.18
C -1.788 -2.461 -5.547 0.60 -1.74 -0.09
C -1.783 -3.096 -4.114 1.38 0.85 1.15
C -3.093 -3.706 -3.690 -1.86 -0.02 0.43
C -3.472 -5.047 -4.287 1.78 0.02 -0.11
C -2.383 -6.045 -3.841 -0.56 2.08 -1.41
C -0.966 -5.493 -4.241 0.97 -2.05 -0.45
N -0.685 -4.111 -3.831 -3.86 -0.74 0.89
O 0.598 -3.670 -4.077 0.87 0.06 -0.90
C -0.062 -6.537 -3.432 0.26 1.46 -0.15
C -0.657 -5.734 -5.773 0.49 -0.50 1.04
C -1.441 -1.976 -3.106 1.20 0.68 -1.02
H -2.340 -1.537 -5.723 0.02 -0.02 0.55
H -2.158 -3.203 -6.255 -0.41 0.04 -0.04
H -0.753 -2.371 -5.875 0.15 0.51 0.15
H -3.190 -3.735 -2.605 0.55 -0.25 0.28
H -3.925 -3.042 -3.925 0.19 0.59 -0.37
H -3.332 -4.883 -5.355 -0.74 -0.47 -0.35
H -4.464 -5.388 -3.993 -0.03 0.20 -0.30
H -2.493 -6.952 -4.436 0.00 -0.33 0.65
H -2.554 -6.136 -2.768 0.62 -0.55 0.07
H -0.336 -7.580 -3.588 -0.22 0.19 -0.22
H 1.000 -6.448 -3.659 0.14 0.02 -0.26
H -0.152 -6.308 -2.370 -0.16 -0.12 0.05
H -0.972 -6.749 -6.015 -0.37 0.13 -0.33
H -0.982 -4.993 -6.503 -0.41 -0.12 0.26
H 0.427 -5.797 -5.875 0.15 0.27 0.00
H -2.011 -1.059 -3.260 -0.55 -0.18 0.32
H -0.438 -1.671 -3.403 0.28 0.22 -0.04
H -1.283 -2.250 -2.063 -0.75 -0.34 -0.02
H 1.081 -4.174 -3.418 0.46 0.20 0.20
C -2.140 -6.833 0.616 0.75 -0.50 0.38
C -1.827 -5.367 0.971 -0.35 0.52 -1.03
C -3.189 -4.600 0.703 1.65 1.29 0.55
C -3.194 -3.143 1.243 0.20 -0.92 1.01
C -2.730 -3.110 2.739 0.05 -0.88 -1.45
C -1.301 -3.813 2.947 -1.34 1.17 -2.77
N -1.375 -5.189 2.324 -2.33 0.90 2.37
O -0.280 -5.984 2.620 1.23 0.10 -0.29
C -0.245 -2.858 2.280 0.14 0.72 0.02
C -0.999 -3.859 4.379 1.12 0.11 1.84
C -0.706 -4.868 0.033 -1.16 -0.52 -0.93
H -1.313 -7.512 0.828 0.22 0.18 0.42
H -3.006 -7.224 1.149 -0.09 0.16 -0.05
H -2.247 -6.997 -0.457 -0.48 0.49 -0.11
H -3.245 -4.492 -0.380 -0.43 -0.52 -0.10
H -4.060 -5.091 1.136 0.23 -0.42 -0.18
H -2.605 -2.487 0.602 0.02 0.09 0.03
H -4.237 -2.826 1.244 0.03 0.37 -0.26
H -3.539 -3.609 3.272 0.32 -0.55 0.34
H -2.832 -2.082 3.088 0.86 0.15 0.17
H 0.050 -2.040 2.938 0.07 -0.25 0.73
H -0.609 -2.237 1.462 -0.44 -0.59 -0.38
H 0.687 -3.305 1.933 -0.14 -0.41 0.18
H 0.022 -4.209 4.529 -0.02 -0.59 0.13
H -1.700 -4.372 5.037 -0.05 -0.31 -0.31
H -0.897 -2.848 4.772 -0.44 0.23 -0.12
H 0.170 -5.502 0.165 0.17 0.29 0.10
H -1.109 -5.059 -0.962 0.35 0.20 -0.38
H -0.499 -3.800 0.107 0.09 -0.32 0.07
H -0.491 -6.441 3.438 -0.24 -0.10 0.03
C 1.146 3.798 5.457 0.80 -0.49 -0.32
C 1.680 2.307 5.624 -0.59 0.21 -1.41
C 0.635 1.328 5.097 -1.66 0.24 -1.08
C 0.529 1.163 3.582 3.28 -0.87 -0.42
C 1.989 0.693 3.009 -2.32 1.36 0.02
C 3.144 1.633 3.461 0.25 -0.86 1.46
N 2.963 2.063 4.910 -1.13 -1.28 -0.18
O 4.030 2.806 5.466 -0.32 -0.23 -0.52
C 4.395 0.732 3.384 1.16 0.24 0.15
C 3.284 2.852 2.538 -0.85 -0.33 0.50
C 1.742 2.005 7.116 -0.32 0.90 -0.10
H 0.130 3.947 5.822 0.18 -0.14 0.48
H 1.105 4.159 4.429 0.10 -0.49 -0.40
H 1.861 4.484 5.912 -0.17 0.00 0.42
H 0.628 0.389 5.651 0.55 -0.29 -0.37
H -0.371 1.704 5.281 -0.03 0.47 0.87
H 0.348 2.113 3.080 -0.26 0.21 0.21
H -0.273 0.478 3.306 0.12 -0.13 -0.05
H 1.910 0.815 1.928 0.19 -0.02 -0.21
H 2.183 -0.372 3.132 0.07 0.12 0.65
H 4.568 0.218 2.439 -0.40 0.53 -0.56
H 5.296 1.313 3.582 0.09 0.16 -0.07
H 4.470 -0.123 4.057 -0.74 0.26 0.60
H 2.318 3.354 2.582 -0.19 0.15 -0.31
H 3.999 3.589 2.906 0.34 -0.34 -0.16
H 3.460 2.492 1.524 0.28 0.31 -0.11
H 0.745 2.260 7.475 0.04 0.58 0.29
H 2.487 2.688 7.524 -0.04 -0.43 0.67
H 1.773 0.961 7.430 0.98 -0.07 -0.41
H 4.390 2.133 6.048 0.54 0.21 0.23
```
Forces are in eV/Å.